Record 1
Formula: C5H9NO2
Source: OMol25
Level of theory: wB97M-V/def2-TZVPD

Calculated values
structure (SMILES)	C[C@@]1(CO)CN1C=O
total energy	-10913.8216	eV
HOMO	-0.3606	Eh
LUMO level	0.66	eV

Each line ends with the natural charge from an NBO analysis.
CARTESIAN COORDINATES (ANGSTROEM)
1 O -2.8871 0.0572 0.1619  -0.55
2 O 2.8277 -0.1441 0.0894  -0.76
3 N -0.7505 -0.5712 -0.4441  -0.46
4 C -1.9453 0.1836 -0.6266  0.53
5 C -0.3834 -1.0028 0.8822  -0.25
6 C 1.5625 -0.4628 -0.6090  -0.06
7 C 0.4109 0.0273 0.0899  0.08
8 C 0.4751 1.5258 0.4012  -0.63
9 H 0.0263 -2.0655 0.9765  0.22
10 H 1.5659 -1.5641 -0.6681  0.20
11 H 0.3953 2.0102 -0.5950  0.21
12 H 1.3920 1.7077 0.8703  0.23
13 H -0.8882 -0.4496 1.7696  0.22
14 H 3.2325 0.7419 -0.0608  0.47
15 H 1.5804 0.0833 -1.5149  0.17
16 H -1.9452 0.8467 -1.5497  0.14
17 H -0.3481 1.7571 1.0442  0.23

---

Record 2
Formula: C3H5NOS
Source: OMol25
Level of theory: wB97M-V/def2-TZVPD

Calculated values
structure (SMILES)	CS[C@@H](O)C#N
total energy	-17562.6022	eV
HOMO	-0.3494	Eh
LUMO level	0.59	eV

Each line ends with the natural charge from an NBO analysis.
CARTESIAN COORDINATES (ANGSTROEM)
1 S 0.2625 -1.3318 -0.7524  0.22
2 O -0.9421 -0.7391 1.7679  -0.73
3 N 1.1490 -3.3631 2.1029  -0.24
4 C 0.5046 -1.1345 1.1208  -0.12
5 C 0.8657 -2.3886 1.5934  0.20
6 C 0.4148 0.4479 -1.1722  -0.74
7 H -1.2325 -1.4341 2.3715  0.48
8 H -0.5458 0.7780 -1.8010  0.24
9 H 1.0940 -0.1976 1.1143  0.26
10 H 0.4871 1.1294 -0.2503  0.23
11 H 1.2597 0.5000 -1.7679  0.22

---

Record 3
Formula: C31H34FeN5O4PS4
Source: OMol25
Level of theory: wB97M-V/def2-TZVPD

Calculated values
net charge	+1
multiplicity	2
total energy	-135353.8204	eV
HOMO (alpha / beta)	-0.3562 / -0.3501	Eh
LUMO level (alpha / beta)	-4.38 / -4.59	eV

Each line ends with the Löwdin spin population.
CARTESIAN COORDINATES (ANGSTROEM)
1 Fe 0.5602 0.7956 -0.6383  0.84
2 S -2.7698 -0.3839 -0.6898  0.00
3 S 0.1934 -0.6347 1.3241  0.11
4 S -2.1965 -1.8052 -3.2415  0.00
5 S -0.4709 -3.4606 0.1886  0.05
6 P -0.7522 -2.2916 1.7799  0.00
7 O 1.9128 0.5484 -1.9466  0.01
8 O -0.2036 -2.8962 3.1163  0.00
9 O -2.2820 -2.1552 2.0378  0.00
10 O 1.1139 -2.0285 -5.1961  0.00
11 N -0.4140 -0.3536 -1.9020  -0.02
12 N -0.9821 2.2987 -1.9172  -0.01
13 N -0.1447 2.5729 0.5118  0.01
14 N 2.1146 1.4059 0.5799  -0.01
15 N 0.3585 -0.7340 -3.0129  0.00
16 C 1.5616 -1.9466 4.4597  0.00
17 C 1.5535 -0.1895 -2.9445  0.00
18 C 4.6908 0.0518 -4.9797  0.00
19 C 0.4666 2.7228 1.6804  0.00
20 C 4.4213 -0.8452 -6.0132  0.00
21 C 3.7422 0.2445 -3.9999  0.00
22 C -3.7781 -2.1673 -2.4326  0.00
23 C 3.3100 0.8245 0.4856  0.00
24 C -3.1918 3.6058 -2.9696  0.00
25 C 4.2755 0.9473 1.4721  0.00
26 C -1.7796 3.0332 -1.1379  0.00
27 C -0.1344 3.3859 2.7401  0.00
28 C 2.7455 2.3013 2.7054  0.00
29 C -2.8948 3.7047 -1.6201  0.00
30 C -1.2750 2.2097 -3.2111  0.00
31 C -4.2003 -0.9343 -1.6574  0.00
32 C 3.9880 1.6963 2.5993  0.00
33 C 3.2261 -1.5288 -6.0639  0.00
34 C -2.9893 -1.6447 3.2195  0.00
35 C 2.1581 -3.4640 2.5218  0.00
36 C -2.0183 3.7837 1.2998  0.00
37 C 1.8316 2.1281 1.6808  0.00
38 C -1.6095 -0.8085 -1.9291  0.00
39 C 2.2592 -1.3312 -5.0775  0.00
40 C -1.4087 3.8953 2.5388  0.00
41 C -2.3669 2.8478 -3.7828  0.00
42 C 2.5199 -0.4360 -4.0250  0.00
43 C -3.0603 -2.7088 4.2911  0.00
44 C -2.3970 -0.3335 3.6899  0.00
45 C -1.3345 3.1258 0.2845  0.00
46 C 1.1646 -3.1334 3.6103  0.00
47 H -1.3955 -0.4744 4.0993  0.00
48 H 2.4985 2.9046 3.5669  0.00
49 H 1.6811 -1.0528 3.8458  0.00
50 H 3.1092 -3.6929 3.0041  0.00
51 H -3.0314 0.0707 4.4789  0.00
52 H -3.5127 4.3007 -0.9648  0.00
53 H 5.2321 0.4613 1.3488  0.00
54 H 2.5115 -2.1606 4.9500  0.00
55 H -3.6585 -3.0241 -1.7678  0.00
56 H 1.8548 -4.3336 1.9434  0.00
57 H -3.4313 -3.6470 3.8827  0.00
58 H -4.4978 -2.4188 -3.2098  0.00
59 H 0.3648 3.5014 3.6903  0.00
60 H 2.3133 -2.6250 1.8444  0.00
61 H -4.5113 -0.1334 -2.3279  0.00
62 H -4.0518 4.1187 -3.3781  0.00
63 H 3.9190 0.9368 -3.1882  0.00
64 H -5.0050 -1.1524 -0.9568  0.00
65 H -0.6181 1.5918 -3.8121  0.00
66 H 5.1572 -1.0092 -6.7895  0.00
67 H 0.5243 -1.7772 -4.4539  0.00
68 H 1.0154 -4.0101 4.2417  0.00
69 H 3.4820 0.2625 -0.4210  0.00
70 H 3.0078 -2.2251 -6.8610  0.00
71 H 5.6270 0.5899 -4.9504  0.00
72 H -3.9880 -1.4729 2.8157  0.00
73 H -2.5535 2.7491 -4.8425  0.00
74 H -1.9179 4.4040 3.3458  0.00
75 H -2.9944 4.2117 1.1294  0.00
76 H -2.0883 -2.8838 4.7474  0.00
77 H -3.7524 -2.3782 5.0664  0.00
78 H 4.7206 1.8141 3.3859  0.00
79 H -2.3413 0.3919 2.8774  0.00
80 H 0.8169 -1.7520 5.2305  0.00

---

Record 4
Formula: H28NO12
Source: OMol25
Level of theory: wB97M-V/def2-TZVPD

Calculated values
net charge	+1
total energy	-26506.8387	eV
HOMO	-0.4960	Eh
LUMO level	-3.11	eV

Each line ends with the natural charge from an NBO analysis.
CARTESIAN COORDINATES (ANGSTROEM)
1 O -43.3930 20.7330 -17.1722  -0.95
2 O -45.2615 19.1592 -13.5007  -0.96
3 O -49.0298 20.3198 -16.8855  -0.98
4 O -47.2808 16.4927 -19.2230  -1.00
5 O -45.8080 21.6360 -15.8646  -0.98
6 O -43.2148 17.2571 -18.6695  -0.95
7 O -48.7066 15.6553 -17.2844  -0.94
8 O -48.3262 18.8271 -20.1681  -0.95
9 O -47.8003 17.2304 -14.5937  -0.95
10 O -46.1823 15.0036 -16.7814  -0.94
11 O -48.1676 19.9397 -14.2726  -0.96
12 O -46.0056 20.5254 -20.0621  -0.95
13 N -46.1595 18.5072 -16.8393  -0.95
14 H -47.8629 18.1096 -14.4177  0.47
15 H -49.2692 16.4675 -17.1539  0.48
16 H -46.4448 18.8994 -15.9397  0.46
17 H -48.7580 19.6749 -13.4927  0.50
18 H -48.9342 19.8020 -15.9507  0.48
19 H -45.6703 14.3033 -17.2132  0.48
20 H -43.3813 20.3747 -18.0697  0.49
21 H -46.8246 15.8079 -19.7622  0.48
22 H -49.3456 19.5791 -17.5876  0.48
23 H -45.7658 19.9479 -13.2625  0.47
24 H -45.6686 21.1073 -20.6764  0.48
25 H -46.8716 17.5831 -16.9589  0.50
26 H -47.8565 16.0225 -18.6460  0.50
27 H -42.8257 20.2174 -16.6980  0.48
28 H -48.4547 15.3964 -16.4235  0.50
29 H -45.3854 15.3922 -16.3384  0.47
30 H -45.8441 22.5735 -16.0053  0.48
31 H -46.6178 19.0402 -17.5282  0.44
32 H -47.9270 18.0210 -20.1236  0.48
33 H -43.9319 17.2181 -19.3661  0.48
34 H -44.3372 19.2793 -13.2104  0.49
35 H -45.0974 21.3629 -16.4871  0.49
36 H -48.4698 16.8485 -14.1672  0.47
37 H -42.9807 16.3802 -18.5517  0.47
38 H -47.5117 20.5093 -13.9052  0.50
39 H -46.5237 21.1474 -19.5055  0.48
40 H -44.9982 18.3924 -17.0938  0.50
41 H -47.6656 19.3905 -20.1618  0.46

---

Record 5
Formula: H4NO2SSi
Source: OMol25
Level of theory: wB97M-V/def2-TZVPD

Calculated values
net charge	-1
total energy	-24364.2333	eV
HOMO	-0.1649	Eh
LUMO level	3.94	eV

Each line ends with the natural charge from an NBO analysis.
CARTESIAN COORDINATES (ANGSTROEM)
1 S -1.4775 -0.3002 -2.0966  1.59
2 Si -0.4107 -0.1036 0.2620  1.12
3 O -1.9955 -0.3353 -0.6008  -1.05
4 O -1.7016 1.0211 -2.7272  -1.03
5 N 0.1164 -0.4013 -1.5625  -1.23
6 H 1.0698 0.0687 0.6430  -0.31
7 H -0.6725 -1.3146 1.0661  -0.23
8 H 0.8058 0.1493 -2.0473  0.38
9 H -0.8433 1.2189 0.7563  -0.24

---

Record 6
Formula: CH3Cl2FN2OS2
Source: OMol25
Level of theory: wB97M-V/def2-TZVPD

Calculated values
structure (SMILES)	N[S@](=O)(=S)NC(F)(Cl)Cl
total energy	-55543.9309	eV
HOMO	-0.3458	Eh
LUMO level	0.26	eV

Each line ends with the natural charge from an NBO analysis.
CARTESIAN COORDINATES (ANGSTROEM)
1 Cl -0.2608 2.5922 2.5410  0.00
2 Cl 2.0271 1.4367 1.2103  0.08
3 S -0.8654 -2.5117 0.4427  -0.45
4 S 0.3690 -0.9816 0.5093  1.90
5 F 1.2196 0.8563 3.5216  -0.30
6 O 1.7419 -1.2164 0.7136  -0.92
7 N -0.2791 0.0215 1.7411  -0.90
8 N 0.2235 -0.1101 -0.8921  -1.08
9 C 0.7652 1.1481 2.3125  0.40
10 H 1.0299 0.5565 -1.0379  0.41
11 H -0.7068 0.4856 -1.1264  0.43
12 H -0.7718 -0.5810 2.4403  0.44

---

Energy above the lowest of the compared OMol25 structures with the same formula, charge and spin, record by record: 63.5; 61.5; 32.4; 67.2; 2.8; 0.0 kcal/mol